Formula: C46H76F6N11OS
Source: the OMol25 dataset
Level of theory: ωB97M-V/def2-TZVPD

Output
Orbital gap, eV: 6.6952
Electronic energy, a.u.: -3472.794063
LUMO, eV: -4.102
Total charge: +1
ΔE to the lowest compared entry with this formula, charge and spin, eV: 3.607
E_HOMO, eV: -10.8
M, g mol⁻¹: 945.24

Cartesian coordinates (Å):
1 C 8.777 1.227 0.634
2 C 7.874 0.113 -0.072
3 O 6.702 0.651 -0.683
4 C 5.502 0.186 -0.043
5 C 5.370 0.812 1.397
6 N 4.225 1.730 1.579
7 C 3.484 1.903 2.762
8 C 3.634 1.229 4.133
9 F 3.555 2.109 5.173
10 F 4.795 0.541 4.308
11 F 2.619 0.308 4.305
12 C 2.438 2.871 2.634
13 S 1.200 3.456 3.792
14 N 2.630 3.279 1.294
15 C 1.733 4.339 0.802
16 N 0.336 3.929 0.765
17 C 0.112 2.695 -0.048
18 C 3.662 2.628 0.711
19 C 4.099 2.919 -0.738
20 C 5.504 3.689 -0.814
21 C 5.585 4.749 0.316
22 F 4.555 5.677 0.366
23 C 6.700 4.714 1.176
24 F 6.630 3.914 2.272
25 F 7.811 5.421 0.879
26 H 9.709 1.437 0.058
27 H 8.171 2.136 0.855
28 H 9.126 0.805 1.618
29 H 8.558 -0.389 -0.810
30 H 7.671 -0.656 0.715
31 H 4.601 0.294 -0.682
32 H 5.652 -0.921 0.095
33 H 5.211 -0.047 2.102
34 H 6.287 1.334 1.761
35 H 1.055 2.394 4.661
36 H 1.808 5.189 1.537
37 H 2.015 4.771 -0.189
38 H -0.274 4.685 0.464
39 H -0.681 2.942 -0.797
40 H 1.036 2.305 -0.531
41 H -0.372 1.951 0.630
42 H 4.062 2.042 -1.423
43 H 3.351 3.650 -1.146
44 H 6.373 2.996 -0.843
45 H 5.458 4.279 -1.773
46 C -1.138 0.766 -5.476
47 C -2.372 1.572 -5.085
48 C -2.145 2.447 -3.849
49 C -1.796 1.599 -2.679
50 N -1.526 0.939 -1.779
51 H -0.851 0.064 -4.690
52 H -1.336 0.182 -6.376
53 H -0.287 1.423 -5.678
54 H -3.202 0.885 -4.905
55 H -2.660 2.210 -5.924
56 H -3.049 3.013 -3.617
57 H -1.335 3.159 -4.026
58 C -1.905 -3.446 1.405
59 C -1.995 -2.358 2.467
60 C -2.156 -0.957 1.871
61 C -0.988 -0.629 1.015
62 N -0.088 -0.376 0.352
63 H -1.027 -3.316 0.768
64 H -1.821 -4.427 1.875
65 H -2.795 -3.448 0.768
66 H -1.099 -2.395 3.089
67 H -2.846 -2.566 3.117
68 H -2.230 -0.216 2.669
69 H -3.065 -0.897 1.269
70 C -7.042 -4.663 1.645
71 C -7.245 -3.415 0.790
72 C -5.978 -2.563 0.669
73 C -5.546 -2.101 2.012
74 N -5.212 -1.751 3.052
75 H -6.783 -4.408 2.675
76 H -7.959 -5.253 1.679
77 H -6.247 -5.293 1.236
78 H -8.053 -2.818 1.221
79 H -7.565 -3.718 -0.210
80 H -6.168 -1.692 0.039
81 H -5.171 -3.141 0.213
82 C 3.364 -5.175 4.899
83 C 3.010 -3.722 5.196
84 C 1.608 -3.559 5.791
85 C 0.588 -4.066 4.838
86 N -0.198 -4.457 4.100
87 H 2.695 -5.607 4.152
88 H 4.379 -5.246 4.505
89 H 3.308 -5.785 5.804
90 H 3.088 -3.141 4.273
91 H 3.742 -3.312 5.896
92 H 1.407 -2.507 5.998
93 H 1.524 -4.111 6.729
94 C -9.170 -7.860 -2.357
95 C -9.268 -6.769 -1.296
96 C -9.432 -5.369 -1.895
97 C -8.256 -5.044 -2.750
98 N -7.351 -4.796 -3.409
99 H -8.291 -7.726 -2.990
100 H -9.083 -8.840 -1.885
101 H -10.057 -7.867 -2.995
102 H -8.372 -6.800 -0.670
103 H -10.121 -6.979 -0.647
104 H -9.512 -4.627 -1.098
105 H -10.340 -5.314 -2.500
106 C 6.139 8.913 -3.175
107 C 6.599 7.985 -2.056
108 C 7.873 7.211 -2.405
109 C 7.639 6.360 -3.599
110 N 7.458 5.699 -4.518
111 H 5.884 8.356 -4.080
112 H 5.247 9.462 -2.871
113 H 6.916 9.639 -3.426
114 H 5.793 7.282 -1.823
115 H 6.778 8.578 -1.155
116 H 8.168 6.574 -1.569
117 H 8.695 7.899 -2.612
118 C -2.693 -6.162 6.535
119 C -3.275 -4.937 7.230
120 C -4.732 -5.131 7.660
121 C -5.582 -5.398 6.471
122 N -6.235 -5.604 5.551
123 H -3.226 -6.390 5.610
124 H -1.648 -5.990 6.272
125 H -2.740 -7.041 7.184
126 H -3.200 -4.078 6.558
127 H -2.671 -4.707 8.112
128 H -5.099 -4.235 8.163
129 H -4.819 -5.968 8.355
130 C -1.344 3.070 -9.337
131 C -2.465 3.709 -10.150
132 C -3.658 4.134 -9.289
133 C -4.241 2.951 -8.606
134 N -4.691 2.036 -8.083
135 H -1.676 2.150 -8.851
136 H -0.506 2.810 -9.985
137 H -0.979 3.754 -8.567
138 H -2.795 3.004 -10.917
139 H -2.072 4.586 -10.670
140 H -4.425 4.597 -9.911
141 H -3.347 4.862 -8.537

Formula: C5H9N3
Source: the OMol25 dataset
Level of theory: ωB97M-V/def2-TZVPD

Output
Orbital gap, eV: 9.5169
Electronic energy, a.u.: -359.924156
LUMO, eV: 0.954
ΔE to the lowest compared entry with this formula, charge and spin, eV: 7.432
E_HOMO, eV: -8.6
M, g mol⁻¹: 111.15

Cartesian coordinates (Å):
1 C -0.799 -0.252 0.020
2 C 0.194 -1.242 -0.314
3 C 1.230 1.559 0.195
4 C 0.033 0.908 -0.610
5 C -1.437 0.544 -0.944
6 H -2.038 -0.435 1.947
7 H -0.398 -0.228 1.972
8 H 0.462 -1.464 -1.402
9 H 0.288 -2.138 0.295
10 H 2.145 -1.485 0.169
11 H 1.323 2.549 0.807
12 H 0.545 0.332 -1.504
13 H -2.115 0.935 -0.307
14 H -1.775 0.681 -2.036
15 N -1.267 -0.003 1.407
16 N 1.723 -0.714 -0.217
17 N 1.888 0.453 0.521

Formula: C16H32AgO8S4
Source: the OMol25 dataset
Level of theory: ωB97M-V/def2-TZVPD

Output
Orbital gap (spin up / spin down), eV: 3.6512 / 8.7103
Electronic energy, a.u.: -2970.290109
LUMO (spin up / spin down), eV: 0.459 / 0.418
2S+1: 2
ΔE to the lowest compared entry with this formula, charge and spin, eV: 0.000
E_HOMO (spin up / spin down), eV: -3.2 / -8.3
M, g mol⁻¹: 588.56

Cartesian coordinates (Å):
1 Ag 0.556 1.152 0.591
2 C -3.482 -1.538 2.620
3 C -2.546 -2.388 3.513
4 C -1.108 -2.104 3.148
5 S -1.228 -2.058 1.314
6 O -1.011 -3.400 0.781
7 O -0.482 -0.916 0.842
8 C -3.096 -1.808 1.186
9 H -3.272 -0.492 2.842
10 H -4.527 -1.780 2.812
11 H -2.787 -3.417 3.249
12 H -2.725 -2.163 4.565
13 H -0.327 -2.784 3.488
14 H -0.852 -1.081 3.423
15 H -3.417 -2.823 0.950
16 H -3.289 -1.043 0.435
17 C 6.357 0.085 1.335
18 C 5.833 -0.609 2.587
19 C 4.628 -1.392 2.144
20 S 3.789 -0.418 0.778
21 O 2.572 0.189 1.293
22 O 3.713 -1.309 -0.392
23 C 5.110 0.800 0.788
24 H 6.505 -0.532 0.449
25 H 7.238 0.709 1.485
26 H 5.678 0.067 3.428
27 H 6.672 -1.281 2.768
28 H 3.872 -1.729 2.853
29 H 4.978 -2.238 1.553
30 H 4.886 1.545 1.551
31 H 5.133 1.357 -0.148
32 C -4.636 3.099 -0.010
33 C -3.984 4.095 -0.932
34 C -2.511 3.722 -1.131
35 S -2.654 1.876 -1.301
36 O -1.406 1.345 -0.685
37 O -2.976 1.601 -2.703
38 C -4.110 1.670 -0.185
39 H -5.720 3.192 -0.067
40 H -4.399 3.356 1.023
41 H -3.955 5.111 -0.540
42 H -4.352 4.059 -1.957
43 H -1.953 3.721 -0.195
44 H -1.946 4.117 -1.976
45 H -3.651 1.229 0.699
46 H -4.829 0.957 -0.590
47 C -0.646 -0.768 -3.565
48 C 0.313 -1.936 -3.392
49 C 1.454 -1.500 -2.390
50 S 1.737 0.258 -2.819
51 O 2.920 0.408 -3.620
52 O 1.592 1.060 -1.559
53 C 0.220 0.518 -3.824
54 H -1.187 -0.599 -2.634
55 H -1.381 -0.855 -4.366
56 H 0.671 -2.257 -4.371
57 H -0.157 -2.765 -2.865
58 H 2.420 -1.991 -2.511
59 H 1.259 -1.382 -1.325
60 H 0.608 0.525 -4.843
61 H -0.111 1.531 -3.596

Formula: C9H4Cl2MnN2O3Ti
Source: the OMol25 dataset
Level of theory: ωB97M-V/def2-TZVPD

Output
Orbital gap (spin up / spin down), eV: 3.3707 / 2.8618
Electronic energy, a.u.: -3599.491758
LUMO (spin up / spin down), eV: -19.525 / -19.824
2S+1: 6
Total charge: +4
ΔE to the lowest compared entry with this formula, charge and spin, eV: 2.129
E_HOMO (spin up / spin down), eV: -22.9 / -22.7
M, g mol⁻¹: 361.85

Cartesian coordinates (Å):
1 Mn 0.818 -3.628 -0.655
2 Ti -0.882 -1.122 -0.409
3 Cl 1.498 -1.356 -0.334
4 Cl -0.874 -3.092 0.951
5 C -2.727 -1.061 -0.458
6 C 2.121 -3.925 -1.929
7 C 0.181 -5.347 -0.878
8 O -3.876 -1.034 -0.495
9 O 2.926 -4.101 -2.730
10 O -0.227 -6.412 -1.022
11 N 0.814 5.826 1.541
12 C 0.579 4.732 1.246
13 C 0.278 3.373 0.877
14 C -0.066 3.068 -0.442
15 C -0.372 1.749 -0.779
16 N -0.332 0.770 0.166
17 C 0.002 1.044 1.456
18 C 0.316 2.353 1.835
19 H -0.110 3.842 -1.201
20 H -0.655 1.502 -1.794
21 H 0.012 0.249 2.190
22 H 0.576 2.570 2.864

Formula: C3H5NOS
Source: the OMol25 dataset
Level of theory: ωB97M-V/def2-TZVPD

Output
Orbital gap (spin up / spin down), eV: 8.3046 / 8.3075
Electronic energy, a.u.: -645.370969
LUMO (spin up / spin down), eV: -0.645 / -0.645
ΔE to the lowest compared entry with this formula, charge and spin, eV: 3.829
E_HOMO (spin up / spin down), eV: -8.9 / -9.0
M, g mol⁻¹: 103.15

Cartesian coordinates (Å):
1 C 1.009 0.521 0.043
2 C 1.203 -0.879 -0.481
3 C -0.940 -0.145 0.863
4 N 0.042 0.778 0.838
5 O -2.035 0.810 -0.687
6 S -0.402 -1.584 -0.078
7 H 1.760 1.240 -0.205
8 H 1.402 -0.868 -1.485
9 H 2.051 -1.280 0.085
10 H -1.724 -0.283 1.498
11 H -2.366 1.690 -0.390

Formula: C6H9N
Source: the OMol25 dataset
Level of theory: ωB97M-V/def2-TZVPD

Output
Orbital gap, eV: 10.2565
Electronic energy, a.u.: -288.749746
LUMO, eV: 0.888
ΔE to the lowest compared entry with this formula, charge and spin, eV: 0.879
E_HOMO, eV: -9.4
M, g mol⁻¹: 95.14

Cartesian coordinates (Å):
1 C -2.577 -0.430 0.206
2 C -1.126 -0.045 0.162
3 C -0.621 1.332 0.289
4 C 0.701 1.269 0.063
5 C 1.028 -0.135 -0.342
6 C 2.341 -0.811 0.003
7 N -0.198 -0.897 -0.135
8 H -2.729 -1.402 0.687
9 H -3.221 0.317 0.686
10 H -2.913 -0.532 -0.832
11 H -1.223 2.227 0.430
12 H 1.408 2.088 0.090
13 H 2.289 -1.854 -0.329
14 H 3.113 -0.310 -0.590
15 H 2.621 -0.775 1.060
16 H 1.106 -0.041 -1.447